Here is 13 unconnected molecules or ions with the total composition C39H78O39 from OMol25. Energies are from ωB97M-V with the def2-TZVPD basis set.

Cartesian coordinates (Å):
C 0.570 9.758 13.713
O 1.072 10.326 12.516
C 0.769 11.590 12.227
O 0.030 12.294 12.858
O 1.552 11.943 11.213
C 1.357 13.208 10.567
H 1.296 9.736 14.528
H 0.331 8.730 13.440
H -0.316 10.257 14.102
H 2.172 13.299 9.854
H 1.415 14.001 11.311
H 0.416 13.259 10.023
C 8.839 9.736 10.248
O 8.184 9.340 9.017
C 8.734 9.624 7.855
O 9.748 10.249 7.706
O 7.889 9.210 6.914
C 8.167 9.618 5.566
H 8.195 10.470 10.724
H 9.827 10.116 10.016
H 8.795 8.844 10.868
H 9.041 9.130 5.147
H 8.235 10.706 5.575
H 7.255 9.377 5.026
C 4.666 14.202 11.942
O 4.143 15.463 11.564
C 4.993 16.466 11.405
O 6.195 16.360 11.428
O 4.288 17.541 11.117
C 4.941 18.780 10.918
H 3.936 13.838 12.662
H 5.698 14.109 12.262
H 4.542 13.488 11.120
H 4.415 19.376 10.169
H 5.902 18.680 10.411
H 4.948 19.319 11.861
C 6.710 11.291 17.879
O 6.552 11.260 19.297
C 5.321 11.224 19.776
O 4.319 10.919 19.181
O 5.354 11.682 21.019
C 4.136 11.993 21.698
H 6.428 10.298 17.518
H 7.764 11.416 17.645
H 6.147 12.072 17.370
H 3.367 11.281 21.394
H 3.827 13.008 21.462
H 4.303 11.873 22.764
C -0.851 14.800 17.013
O -0.138 13.642 16.595
C 0.743 13.008 17.335
O 1.148 11.915 17.050
O 1.035 13.628 18.476
C 2.107 13.046 19.198
H -0.205 15.674 16.928
H -1.195 14.680 18.040
H -1.715 14.953 16.373
H 3.071 13.319 18.769
H 2.062 11.959 19.148
H 2.075 13.330 20.245
C 8.890 15.561 8.966
O 8.576 14.183 9.158
C 7.305 13.866 8.973
O 6.409 14.627 8.745
O 7.231 12.537 8.925
C 6.003 11.894 8.655
H 8.355 16.199 9.666
H 8.781 15.871 7.927
H 9.958 15.623 9.174
H 5.109 12.262 9.163
H 6.025 10.829 8.872
H 5.883 12.056 7.581
C 2.308 8.773 19.033
O 1.822 8.847 20.359
C 2.248 7.977 21.258
O 2.859 6.964 21.029
O 1.940 8.443 22.459
C 2.260 7.664 23.597
H 3.385 8.707 18.893
H 1.960 9.609 18.432
H 1.909 7.844 18.610
H 2.190 8.303 24.475
H 3.252 7.222 23.536
H 1.472 6.914 23.709
C 6.854 6.557 10.148
O 7.520 5.409 9.632
C 7.014 4.800 8.558
O 6.063 5.210 7.938
O 7.669 3.683 8.362
C 7.428 3.036 7.113
H 6.891 7.377 9.436
H 7.328 6.811 11.092
H 5.817 6.308 10.376
H 7.704 3.727 6.320
H 6.410 2.667 6.999
H 8.044 2.143 7.035
C 3.741 6.416 13.746
O 3.373 5.122 14.220
C 2.665 5.055 15.333
O 2.460 5.948 16.113
O 2.208 3.824 15.474
C 1.148 3.516 16.355
H 4.319 6.998 14.460
H 2.810 6.961 13.578
H 4.261 6.334 12.798
H 0.973 2.442 16.348
H 0.212 3.939 15.986
H 1.420 3.847 17.356
C 1.921 14.082 14.454
O 2.278 15.177 15.288
C 1.767 16.361 15.028
O 0.937 16.627 14.192
O 2.260 17.237 15.895
C 1.711 18.558 15.845
H 2.395 13.182 14.841
H 2.120 14.173 13.391
H 0.860 13.850 14.540
H 1.989 19.105 14.943
H 2.227 19.021 16.682
H 0.625 18.559 15.880
C 7.652 8.228 14.675
O 8.160 9.186 13.738
C 8.203 10.444 14.169
O 7.814 10.827 15.243
O 8.612 11.211 13.168
C 8.699 12.621 13.326
H 7.303 7.409 14.050
H 6.826 8.647 15.245
H 8.428 7.883 15.356
H 7.710 13.054 13.463
H 9.182 13.009 12.434
H 9.346 12.867 14.169
C 3.684 10.661 15.950
O 4.086 9.774 14.902
C 4.616 10.358 13.846
O 4.635 11.530 13.614
O 5.088 9.402 13.060
C 5.626 9.766 11.795
H 2.909 11.361 15.652
H 4.563 11.050 16.460
H 3.188 9.982 16.646
H 5.681 8.892 11.150
H 6.658 10.049 12.014
H 5.085 10.587 11.330
C 7.778 15.116 19.630
O 7.500 14.192 18.590
C 6.953 14.634 17.466
O 6.667 15.762 17.198
O 6.775 13.575 16.673
C 5.839 13.656 15.614
H 8.246 16.006 19.209
H 8.510 14.736 20.341
H 6.863 15.346 20.172
H 6.221 13.003 14.839
H 5.677 14.672 15.251
H 4.855 13.306 15.934

The value obtained for the HOMO-LUMO gap is 10.968 eV. The value obtained for the energy above the lowest of the compared OMol25 structures with the same formula, charge and spin is 1.835 eV.

These are the Mulliken partial charges, in e, on atoms 1 to 2:
1 C -0.42
2 O -0.35

Here is 2 unconnected molecules or ions with the total composition C4H10N3 from OMol25. Energies are from ωB97M-V with the def2-TZVPD basis set.

Cartesian coordinates (Å):
C -1.284 2.261 -0.083
C -1.496 1.497 1.103
C -0.751 1.606 -1.347
C -0.473 -0.918 -1.244
N -0.723 0.284 -1.352
N 1.127 -1.843 1.200
N -1.290 0.240 1.157
H -1.358 3.361 -0.011
H -1.565 2.148 1.993
H -1.412 2.129 -2.161
H 0.129 2.086 -1.611
H 0.366 -1.248 -0.504
H -0.970 -1.499 -2.032
H 0.930 -1.212 2.072
H 2.076 -1.740 0.968
H 0.886 -2.710 1.660
H -1.057 0.080 2.083

The charge is +1. The value obtained for the HOMO-LUMO gap (spin up / spin down) is 8.679 / 6.550 eV. The value obtained for the energy above the lowest of the compared OMol25 structures with the same formula, charge and spin is 6.218 eV.

These are the Mulliken partial charges, in e, on atoms 1 to 2:
1 C -0.49
2 C 0.09

Here is C5H8O in the gas phase from OMol25. Energies are from ωB97M-V with the def2-TZVPD basis set.

Cartesian coordinates (Å):
C -0.872 -1.176 -0.481
C -0.705 0.136 0.307
C 0.632 0.119 1.073
C 1.567 0.455 -0.043
O 0.902 1.189 -0.908
C -0.402 1.233 -0.678
H -0.934 -2.042 0.187
H -1.759 -1.152 -1.120
H -1.561 0.337 0.957
H 0.824 -0.830 1.580
H 0.652 0.933 1.826
H 0.014 -1.315 -1.118
H 2.640 0.579 -0.051
H -0.999 1.534 -1.530

The value obtained for the HOMO-LUMO gap (spin up / spin down) is 8.123 / 8.226 eV. The value obtained for the energy above the lowest of the compared OMol25 structures with the same formula, charge and spin is 3.270 eV.

These are the Mulliken partial charges, in e, on atoms 1 to 2:
1 C -1.32
2 C 0.28

Here is a molecular structure, C31H26AsAuS from OMol25. Energies are from ωB97M-V with the def2-TZVPD basis set.

Cartesian coordinates (Å):
Au 0.043 -0.176 0.004
S -0.929 -1.594 -1.683
C 0.370 -2.511 -2.450
C 0.004 -3.610 -3.234
C 0.962 -4.382 -3.867
C 2.313 -4.082 -3.740
C 2.692 -2.991 -2.978
C 1.734 -2.205 -2.347
As 2.193 -0.704 -1.240
C 1.844 0.828 -2.386
C 2.177 2.086 -1.887
C 1.904 3.226 -2.627
C 1.288 3.115 -3.867
C 0.952 1.863 -4.363
C 1.228 0.720 -3.625
C 4.130 -0.676 -1.213
C 4.860 -0.106 -2.250
C 6.246 -0.136 -2.214
C 6.905 -0.730 -1.147
C 6.178 -1.297 -0.110
C 4.792 -1.268 -0.141
H -1.045 -3.857 -3.328
H 0.651 -5.235 -4.458
H 3.060 -4.692 -4.231
H 3.741 -2.739 -2.875
H 2.646 2.176 -0.913
H 2.168 4.200 -2.234
H 1.069 4.003 -4.445
H 0.468 1.774 -5.327
H 0.954 -0.253 -4.014
H 4.349 0.359 -3.084
H 6.813 0.308 -3.023
H 7.987 -0.748 -1.122
H 6.689 -1.757 0.726
H 4.223 -1.701 0.673
C -1.695 1.028 0.025
C -1.689 2.337 0.705
C -1.265 3.475 0.016
C -1.258 4.717 0.632
C -1.675 4.842 1.950
C -2.107 3.718 2.643
C -2.114 2.478 2.025
H -1.801 1.148 -1.053
H -2.473 0.362 0.396
H -0.931 3.374 -1.011
H -0.925 5.590 0.084
H -1.669 5.810 2.434
H -2.435 3.809 3.670
H -2.434 1.600 2.574
C 1.969 1.348 4.168
C 1.654 0.024 3.889
C 1.094 -0.308 2.663
C 0.818 0.671 1.703
C 1.144 1.986 1.992
C 1.720 2.320 3.214
H 2.408 1.616 5.121
H 1.846 -0.750 4.621
H 0.866 -1.351 2.466
H 0.965 2.773 1.272
H 1.969 3.355 3.416

The value obtained for the HOMO-LUMO gap is 7.428 eV. The value obtained for the energy above the lowest of the compared OMol25 structures with the same formula, charge and spin is 0.000 eV.

These are the Mulliken partial charges, in e, on atoms 1 to 2:
1 Au 0.31
2 S -0.60

Here is a molecular structure, C33H30BrF7N5O4S3Ta from OMol25. Energies are from ωB97M-V with the def2-TZVPD basis set.

Cartesian coordinates (Å):
Ta -0.087 0.955 -0.161
F -0.133 6.264 0.850
C -0.290 5.574 -0.251
F 0.776 5.637 -1.007
F -1.373 5.944 -0.890
S -0.527 3.769 0.327
O 0.638 2.963 -0.202
O -0.644 3.810 1.737
N -1.766 3.033 -0.397
S -1.457 2.773 -1.973
O -0.774 3.826 -2.637
O -0.817 1.409 -2.037
C -3.167 2.471 -2.651
F -3.692 1.485 -1.946
F -3.854 3.574 -2.500
F -3.025 2.132 -3.906
Br -6.902 -0.410 3.345
C -5.125 0.074 2.997
C -4.847 0.990 1.992
C -3.535 1.322 1.706
C -2.501 0.760 2.438
C -2.786 -0.148 3.451
C -4.098 -0.494 3.734
N -1.131 1.070 2.134
C -0.331 1.244 3.097
C 1.088 1.458 2.828
C 1.949 1.878 3.817
C 3.264 2.168 3.482
C 3.664 2.006 2.168
C 2.745 1.552 1.241
N 1.475 1.271 1.561
H -5.659 1.437 1.433
H -3.324 2.046 0.931
H -1.979 -0.631 3.993
H -4.319 -1.211 4.513
H -0.672 1.267 4.129
H 1.585 1.988 4.831
H 3.959 2.521 4.232
H 4.675 2.222 1.854
H 3.043 1.391 0.214
C 2.886 -2.048 1.520
C 1.538 -2.754 1.668
C 0.640 -2.087 2.712
C 0.738 -2.969 0.386
C 0.160 -4.235 0.260
C -0.607 -4.593 -0.831
C -0.802 -3.677 -1.849
C -0.253 -2.403 -1.784
C -0.482 -1.474 -2.972
C 0.209 -2.012 -4.230
C -1.975 -1.246 -3.235
C 0.489 -2.051 -0.642
N 1.028 -0.675 -0.648
C 2.252 -0.642 -1.396
C 3.089 -1.738 -1.596
C 4.224 -1.612 -2.379
C 4.541 -0.407 -2.998
C 3.715 0.696 -2.823
C 2.620 0.522 -2.021
F 1.755 1.570 -1.803
H 3.372 -1.990 2.497
H 2.789 -1.038 1.130
H 3.553 -2.602 0.859
H 1.765 -3.755 2.036
H 0.255 -1.150 2.320
H 1.187 -1.888 3.640
H -0.218 -2.721 2.947
H 0.340 -4.960 1.046
H -1.035 -5.586 -0.895
H -1.382 -3.959 -2.720
H -0.045 -0.500 -2.757
H -0.192 -2.989 -4.508
H 1.284 -2.122 -4.079
H 0.049 -1.333 -5.071
H -2.490 -2.179 -3.471
H -2.105 -0.576 -4.088
H -2.474 -0.799 -2.370
H 2.838 -2.693 -1.153
H 4.865 -2.473 -2.517
H 5.420 -0.323 -3.623
H 3.904 1.651 -3.297
S -3.554 -2.144 0.208
C -2.426 -1.115 0.074
N -1.511 -0.313 -0.024

The charge is +2. The value obtained for the HOMO-LUMO gap is 6.407 eV.

These are the Mulliken partial charges, in e, on atoms 1 to 2:
1 Ta 0.51
2 F -0.16

Here is 14 unconnected molecules or ions with the total composition C20H68N14O14 from OMol25. Energies are from ωB97M-V with the def2-TZVPD basis set.

Cartesian coordinates (Å):
C 0.482 -1.947 3.460
C -0.779 -2.558 2.781
O -1.775 -2.642 3.696
H 0.901 -2.688 4.151
H 0.348 -1.020 4.002
H 1.197 -1.679 2.660
H -0.579 -3.422 2.209
H -1.113 -1.879 1.963
H -1.757 -1.770 4.057
C 5.558 -0.675 4.086
C 4.531 -0.152 3.073
O 3.225 -0.135 3.606
H 5.570 -0.053 4.942
H 6.638 -0.682 3.688
H 5.382 -1.683 4.441
H 4.737 -0.640 2.094
H 4.835 0.887 2.968
H 2.788 0.566 3.167
C -2.207 -4.010 -1.480
C -2.200 -2.771 -0.725
O -1.088 -2.019 -1.028
H -2.186 -3.882 -2.541
H -3.073 -4.430 -1.022
H -1.364 -4.610 -1.173
H -2.153 -3.043 0.298
H -3.056 -2.056 -0.986
H -1.295 -1.802 -1.949
C -1.402 2.468 -3.838
C -2.330 2.157 -5.018
O -3.626 2.646 -4.771
H -1.150 3.520 -3.891
H -0.462 1.888 -3.939
H -1.866 2.192 -2.889
H -2.434 1.062 -5.068
H -1.898 2.492 -5.964
H -4.258 1.884 -4.704
C 0.344 0.347 0.786
C -0.897 0.838 0.045
O -1.335 2.146 0.406
H 0.450 -0.668 0.412
H 0.144 0.232 1.875
H 1.236 0.986 0.601
H -1.715 0.246 0.266
H -0.872 0.729 -1.123
H -1.297 2.176 1.367
C 3.712 2.379 0.671
C 2.799 3.096 1.651
O 2.366 2.230 2.656
H 4.650 1.991 1.105
H 3.915 3.046 -0.135
H 3.234 1.517 0.186
H 1.937 3.529 1.140
H 3.469 3.783 2.164
H 1.950 2.658 3.412
C -1.634 -1.689 -4.433
O -2.816 -1.895 -5.189
N -1.491 -0.801 -3.496
N -0.612 -2.388 -4.606
H -2.286 -0.338 -3.101
H -0.580 -0.427 -3.312
H -0.619 -3.147 -5.284
H 0.159 -2.361 -3.953
C -0.566 5.015 1.398
O -1.360 4.172 2.249
N -0.248 4.699 0.154
N -0.182 6.259 1.628
H -0.569 3.737 -0.182
H -0.497 5.326 -0.611
H -0.605 6.651 2.514
H 0.511 6.792 1.008
C 1.897 -0.216 -3.074
O 1.334 0.521 -4.089
N 1.732 0.122 -1.857
N 2.690 -1.210 -3.222
H 1.396 1.092 -1.661
H 2.324 -0.261 -1.096
H 2.698 -1.671 -4.145
H 3.340 -1.655 -2.459
C 4.209 -1.248 -0.457
O 5.196 -0.278 -0.228
N 4.327 -2.181 -1.347
N 3.074 -1.177 0.102
H 5.315 -2.225 -1.611
H 3.696 -3.068 -1.366
H 2.896 -0.509 0.865
H 2.382 -1.986 -0.117
C -1.850 1.084 4.003
O -2.091 -0.155 4.501
N -0.811 1.828 4.190
N -2.746 1.637 3.194
H -0.181 1.414 4.847
H -0.622 2.789 3.793
H -3.533 1.040 2.768
H -2.714 2.609 2.893
C 1.660 -3.704 -1.412
O 1.099 -3.382 -2.617
N 1.302 -3.113 -0.311
N 2.733 -4.443 -1.340
H 0.419 -2.624 -0.504
H 1.638 -3.497 0.586
H 3.105 -4.728 -2.264
H 3.226 -4.747 -0.489
C -4.441 0.821 -1.376
O -3.590 0.123 -2.249
N -5.704 0.748 -1.396
N -3.919 1.467 -0.382
H -6.121 0.233 -2.194
H -6.339 1.503 -1.033
H -2.940 1.637 -0.283
H -4.502 2.068 0.213
C -3.976 -1.137 1.790
O -4.652 0.078 1.863
H -4.048 -1.655 2.692
H -2.931 -0.984 1.544
H -4.300 -1.909 1.085
H -4.512 0.570 1.023

The value obtained for the HOMO-LUMO gap is 7.625 eV. The value obtained for the energy above the lowest of the compared OMol25 structures with the same formula, charge and spin is 10.929 eV.

These are the Mulliken partial charges, in e, on atoms 1 to 2:
1 C -0.64
2 C 0.15

no.,electronic energy (eV)
1,-121559.0356
2,-8768.3808
3,-7358.9849
4,-107934.3658
5,-173457.1774
6,-71365.0462